(1)
The following is a DFT calculation (ωB97M-V with the def2-TZVPD basis set) of a cluster of 3 separate species, C29H31BClF3O3 in total at a distorted geometry.

ORCA input file:
```
! wB97M-V def2-TZVPD RIJCOSX def2/J DEFGRID3
* xyz 0 1
C -1.39 3.79 -0.86
C -0.44 3.43 0.17
C -0.61 3.02 1.49
C 0.63 2.48 1.91
C 1.49 2.47 0.81
B -1.68 -1.28 -0.19
C 2.96 2.50 0.79
C 3.69 2.08 1.91
C 5.08 1.96 1.88
C 5.75 2.25 0.70
C 7.24 1.96 0.57
F 7.50 1.15 -0.51
F 7.96 3.12 0.38
F 7.76 1.33 1.66
C 5.08 2.75 -0.41
C 3.69 2.85 -0.38
O -1.99 -1.76 1.09
C -3.43 -1.56 1.19
C -4.10 -2.83 1.70
C -3.67 -0.44 2.21
C -3.86 -1.12 -0.26
C -4.16 -2.34 -1.14
C -5.06 -0.20 -0.35
O -2.68 -0.45 -0.76
O 0.88 3.25 -0.18
H -2.16 4.45 -0.44
H -0.88 4.27 -1.71
H -1.89 2.87 -1.21
H -1.55 3.04 2.04
H 0.85 2.02 2.88
H 3.17 1.81 2.83
H 5.63 1.62 2.75
H 5.63 3.05 -1.29
H 3.17 3.15 -1.28
H -5.19 -2.69 1.80
H -3.93 -3.68 1.05
H -3.72 -3.09 2.70
H -4.75 -0.30 2.41
H -3.19 -0.72 3.16
H -3.24 0.50 1.86
H -5.13 -2.79 -0.87
H -4.22 -2.04 -2.19
H -3.39 -3.11 -1.05
H -5.97 -0.73 0.00
H -4.95 0.71 0.26
H -5.25 0.10 -1.40
Cl 0.68 -5.43 -3.84
C 0.23 -4.13 -2.81
C -0.43 -3.00 -3.39
C -0.89 -2.00 -2.49
C -0.89 -2.21 -1.12
C 0.11 0.61 0.32
C 1.17 -0.40 0.94
C 2.33 -0.46 -0.15
C 1.76 0.36 -1.25
C 0.40 0.74 -1.07
C -0.16 -3.27 -0.57
C 0.42 -4.25 -1.41
H -0.52 -2.93 -4.48
H -1.21 -1.04 -2.89
H 1.49 0.09 1.86
H 0.83 -1.42 1.22
H 3.26 -0.05 0.32
H 2.56 -1.50 -0.46
H 2.38 0.69 -2.09
H -0.23 1.17 -1.85
H 0.00 -3.32 0.50
H 1.01 -5.09 -1.03
*
```

Properties
- Orbital gap: 6.68 eV
- Relative energy (zero: lowest compared OMol25 entry of this formula, charge and spin): 508.8 kJ/mol

(2)
The following is a DFT calculation (ωB97M-V with the def2-TZVPD basis set) of the ion C3H7O2 with charge -1 at a distorted geometry.

ORCA input file:
```
! wB97M-V def2-TZVPD RIJCOSX def2/J DEFGRID3
* xyz -1 1
C -0.25 -1.18 0.86
O -0.15 -0.52 2.04
C 0.46 -0.40 -0.29
C -0.31 0.90 -0.40
O 0.33 1.92 -1.19
H 0.03 -2.27 0.92
H -1.33 -1.24 0.52
H 0.33 -0.97 -1.21
H 1.50 -0.21 -0.02
H -1.25 0.69 -0.90
H -0.61 1.28 0.57
H 1.24 2.00 -0.90
*
```

Properties
- Orbital gap: 6.19 eV
- Relative energy (zero: lowest compared OMol25 entry of this formula, charge and spin): 223.8 kJ/mol
- SMILES: [O-]CCCO

(3)
The following is a DFT calculation (ωB97M-V with the def2-TZVPD basis set) of an isolated molecule of C4H6NO2PS at a distorted geometry.

ORCA input file:
```
! wB97M-V def2-TZVPD RIJCOSX def2/J DEFGRID3
* xyz 0 1
C -1.58 -0.71 -0.96
C -0.01 0.61 0.04
C -0.44 -0.59 -1.91
C 0.56 0.17 -1.06
N -1.31 0.04 0.15
O -2.67 -1.14 -1.14
O 0.52 1.30 1.11
P 1.33 0.36 2.19
S 2.50 1.58 3.10
H 0.10 -1.52 -2.23
H -0.75 0.17 -2.67
H 1.64 0.41 -1.40
H -2.11 0.46 0.74
H 2.05 -0.71 1.50
H 0.16 -0.40 2.54
*
```

Properties
- Orbital gap: 9.50 eV
- Relative energy (zero: lowest compared OMol25 entry of this formula, charge and spin): 38.6 kJ/mol
- SMILES: O=C1CC=C(O[PH2]=S)N1

(4)
The following is a DFT calculation (ωB97M-V with the def2-TZVPD basis set) of a structure of composition C3H3NiO2 at a distorted geometry.

ORCA input file:
```
! wB97M-V def2-TZVPD RIJCOSX def2/J DEFGRID3
* xyz 0 4
C 0.48 -2.16 1.73
C 0.21 -1.20 0.65
H 0.01 -1.91 2.70
H 0.02 -3.11 1.37
H 1.55 -2.39 1.87
O -0.55 0.19 1.25
C -1.14 1.03 0.38
Ni -0.11 -0.91 -1.26
O -1.06 0.70 -0.84
*
```

Properties
- Orbital gap (spin up / spin down): 6.95 / 6.44 eV
- Relative energy (zero: lowest compared OMol25 entry of this formula, charge and spin): 120.8 kJ/mol
- <S²>: 3.777

(5)
The following is a DFT calculation (ωB97M-V with the def2-TZVPD basis set) of an isolated molecule of C2H4OS at a distorted geometry.

ORCA input file:
```
! wB97M-V def2-TZVPD RIJCOSX def2/J DEFGRID3
* xyz 0 1
C -0.16 -0.01 0.49
C -0.27 0.74 -0.71
O 0.90 -2.27 1.56
S 1.16 -1.41 0.41
H -0.74 0.23 1.40
H -1.02 0.27 -1.25
H -0.48 1.83 -0.48
H 0.60 0.62 -1.42
*
```

Properties
- Orbital gap (spin up / spin down): 8.67 / 7.95 eV
- Relative energy (zero: lowest compared OMol25 entry of this formula, charge and spin): 273.9 kJ/mol

(6)
The following is a DFT calculation (ωB97M-V with the def2-TZVPD basis set) of a cluster of 2 separate species, C2H2F3N3 in total at a distorted geometry.

ORCA input file:
```
! wB97M-V def2-TZVPD RIJCOSX def2/J DEFGRID3
* xyz 0 1
C -1.82 0.56 0.26
C -2.62 -0.66 0.09
N -1.00 1.23 1.21
N -0.55 0.96 0.06
N -3.28 2.30 -1.16
F -2.12 -1.74 0.86
F -3.84 -0.51 0.41
F -2.50 -1.05 -1.16
H -2.52 2.92 -0.78
H -3.93 2.03 -0.40
*
```

Properties
- Orbital gap (spin up / spin down): 8.42 / 10.39 eV
- Relative energy (zero: lowest compared OMol25 entry of this formula, charge and spin): 549.3 kJ/mol

(7)
The following is a DFT calculation (ωB97M-V with the def2-TZVPD basis set) of a cluster of 4 separate species, C2H12NO3S in total at a distorted geometry.

ORCA input file:
```
! wB97M-V def2-TZVPD RIJCOSX def2/J DEFGRID3
* xyz -1 1
C 0.44 -0.37 -1.70
C 1.53 0.58 -1.16
S 1.64 0.78 0.69
N -0.92 -0.30 -0.92
H 0.76 -1.37 -1.54
H 0.37 -0.02 -2.74
H 1.46 1.63 -1.59
H 2.57 0.39 -1.37
H -1.19 0.63 -0.70
H -0.62 -0.71 0.02
H -0.54 3.39 0.17
H -0.13 2.01 0.78
O -0.91 2.47 0.50
H 0.80 -0.11 4.03
H 0.08 -0.92 3.17
O 0.70 -1.00 3.91
H -1.86 -2.57 0.22
H -1.90 -1.87 -1.17
O -2.28 -2.64 -0.61
*
```

Properties
- Orbital gap: 6.99 eV
- Relative energy (zero: lowest compared OMol25 entry of this formula, charge and spin): 123.5 kJ/mol

(8)
The following is a DFT calculation (ωB97M-V with the def2-TZVPD basis set) of a structure of composition C24H16EuN5O3S2 at a distorted geometry.

ORCA input file:
```
! wB97M-V def2-TZVPD RIJCOSX def2/J DEFGRID3
* xyz -1 8
Eu 9.41 11.40 11.69
O 10.74 8.38 8.30
C 10.21 9.20 9.07
N 10.32 9.30 10.43
C 11.11 8.36 11.16
C 11.61 7.16 10.53
C 12.35 6.24 11.30
C 12.62 6.53 12.65
C 12.01 7.59 13.33
C 11.34 8.59 12.53
N 10.81 9.72 13.14
C 10.92 9.98 14.47
O 11.41 9.28 15.39
C 10.30 11.29 14.91
C 10.27 11.46 16.29
C 9.61 12.59 16.74
C 9.22 13.58 15.79
C 9.60 13.43 14.49
N 10.00 12.24 14.02
C 9.54 10.36 8.41
C 9.51 10.27 6.97
C 8.96 11.32 6.27
C 8.29 12.33 6.98
C 8.32 12.30 8.40
N 8.94 11.35 9.12
H 11.29 7.02 9.44
H 12.72 5.36 10.80
H 13.10 5.79 13.29
H 12.09 7.75 14.42
H 10.70 10.75 16.96
H 9.27 12.64 17.80
H 8.82 14.57 16.14
H 9.43 14.25 13.81
H 9.89 9.37 6.53
H 9.19 11.47 5.26
H 7.86 13.17 6.50
H 7.88 13.09 8.95
S 8.88 14.40 11.12
C 7.60 15.05 11.96
C 7.82 16.22 12.67
C 6.81 16.95 13.17
C 5.46 16.54 13.04
C 5.16 15.36 12.34
C 6.23 14.52 11.98
S 5.77 12.89 11.52
H 8.80 16.62 12.77
H 7.00 17.87 13.68
H 4.69 17.18 13.42
H 4.11 15.05 12.15
O 6.84 10.37 12.01
N 7.01 11.65 12.11
*
```

Properties
- Orbital gap (spin up / spin down): 5.36 / 6.69 eV
- Relative energy (zero: lowest compared OMol25 entry of this formula, charge and spin): 0.0 kJ/mol
- <S²>: 15.780

(9)
The following is a DFT calculation (ωB97M-V with the def2-TZVPD basis set) of a cluster of 7 separate species, C27H72N6O19P4 in total at a distorted geometry.

ORCA input file:
```
! wB97M-V def2-TZVPD RIJCOSX def2/J DEFGRID3
* xyz -1 2
O 3.07 -1.28 -0.13
P 3.18 -2.79 -0.18
N 2.42 -3.63 -1.51
C 2.73 -3.21 -2.85
C 1.60 -4.86 -1.28
N 2.55 -3.47 1.26
C 1.08 -3.39 1.48
C 3.20 -3.15 2.58
N 4.87 -3.22 -0.32
C 5.96 -2.36 0.27
C 5.34 -4.63 -0.46
H 3.54 -3.74 -3.36
H 3.08 -2.20 -2.67
H 1.88 -3.19 -3.53
H 1.80 -5.32 -0.31
H 1.95 -5.61 -1.99
H 0.54 -4.68 -1.44
H 0.81 -4.07 2.29
H 0.78 -2.39 1.80
H 0.53 -3.61 0.56
H 3.24 -2.07 2.73
H 2.84 -3.63 3.49
H 4.12 -3.74 2.63
H 6.49 -2.71 1.15
H 6.67 -2.01 -0.49
H 5.44 -1.43 0.49
H 4.85 -5.06 -1.33
H 4.95 -5.21 0.38
H 6.43 -4.64 -0.45
C 2.95 1.45 1.94
N 4.13 2.38 2.31
O 4.47 2.53 3.50
O 4.52 3.03 1.39
H 2.07 2.07 1.75
H 2.87 0.58 2.59
H 3.30 1.12 0.96
C 0.54 0.94 -0.96
N -0.26 0.27 0.13
O -1.37 -0.12 -0.21
O 0.37 0.03 1.15
H -0.13 0.80 -1.81
H 1.53 0.49 -1.03
H 0.69 2.02 -0.97
C 5.64 1.71 -1.85
N 4.43 1.62 -2.76
O 4.37 2.44 -3.67
O 3.61 0.77 -2.56
H 5.29 2.51 -1.20
H 6.51 2.03 -2.42
H 5.60 0.75 -1.33
C 0.72 2.85 4.97
C 0.51 1.75 6.02
O -0.57 0.89 5.78
P -2.18 1.25 5.80
O -2.49 2.67 5.62
O -2.82 0.43 4.64
C -2.50 0.57 3.27
C -3.84 0.59 2.46
O -2.80 0.55 7.11
C -4.21 0.53 7.32
C -4.85 -0.71 6.72
H 0.68 2.48 3.95
H -0.10 3.55 5.07
H 1.55 3.55 5.10
H 1.34 1.05 6.05
H 0.41 2.24 6.99
H -2.01 1.52 3.04
H -1.86 -0.28 3.04
H -3.73 0.68 1.38
H -4.17 -0.43 2.65
H -4.61 1.25 2.87
H -4.31 0.41 8.40
H -4.67 1.45 6.97
H -4.40 -1.58 7.20
H -5.93 -0.86 6.82
H -4.61 -0.86 5.66
C -4.81 -7.09 -3.46
C -4.79 -5.66 -4.13
O -3.49 -5.12 -4.13
P -2.83 -4.37 -2.83
O -2.49 -5.30 -1.76
O -1.54 -3.56 -3.37
C -1.09 -2.26 -2.93
C -0.65 -1.42 -4.21
O -3.98 -3.34 -2.45
C -4.45 -3.19 -1.16
C -3.76 -2.06 -0.39
H -4.92 -7.10 -2.37
H -5.64 -7.72 -3.77
H -4.01 -7.81 -3.62
H -5.24 -5.88 -5.10
H -5.55 -5.07 -3.61
H -1.88 -1.64 -2.50
H -0.34 -2.63 -2.23
H -0.24 -0.46 -3.88
H 0.26 -1.81 -4.67
H -1.30 -1.31 -5.08
H -5.52 -2.95 -1.17
H -4.50 -4.14 -0.63
H -4.35 -1.82 0.49
H -2.80 -2.37 0.03
H -3.61 -1.19 -1.03
C 1.45 4.91 -4.99
C 0.86 3.94 -3.87
O 0.52 4.89 -2.84
P -0.89 4.77 -2.02
O -1.51 3.38 -2.35
O -0.57 5.08 -0.43
C 0.51 6.05 -0.17
C 1.47 5.34 0.80
O -1.70 6.10 -2.48
C -3.03 6.42 -2.07
C -3.64 7.14 -3.33
H 1.97 4.39 -5.79
H 0.65 5.58 -5.33
H 2.07 5.74 -4.64
H -0.01 3.34 -4.16
H 1.62 3.28 -3.45
H 1.08 6.35 -1.04
H 0.02 6.96 0.17
H 0.95 5.41 1.75
H 1.62 4.28 0.61
H 2.49 5.72 0.84
H -3.67 5.62 -1.69
H -2.95 7.22 -1.33
H -4.70 7.21 -3.06
H -3.13 8.05 -3.65
H -3.60 6.45 -4.17
*
```

Properties
- Orbital gap (spin up / spin down): 3.13 / 7.08 eV
- <S²>: 0.753

(10)
The following is a DFT calculation (ωB97M-V with the def2-TZVPD basis set) of a cluster of 7 separate species, C49H110N6O4P in total at a distorted geometry.

ORCA input file:
```
! wB97M-V def2-TZVPD RIJCOSX def2/J DEFGRID3
* xyz 3 1
P -0.17 0.17 -0.08
O 0.75 -1.09 -0.17
O 0.57 1.52 0.11
O -1.20 -0.02 1.09
O -0.98 0.23 -1.41
C -5.38 1.51 3.34
C -4.19 2.47 3.39
C -2.92 1.65 3.33
N -1.63 2.43 3.16
C -1.59 3.02 1.81
C -0.44 1.56 3.40
C 0.30 2.08 4.64
C -0.20 3.52 4.83
C -1.56 3.57 4.18
H -6.19 1.83 4.00
H -5.20 0.47 3.63
H -5.75 1.47 2.31
H -4.25 3.00 4.33
H -4.26 3.16 2.56
H -2.91 0.88 2.56
H -2.76 1.18 4.31
H -2.50 3.56 1.56
H -1.38 2.24 1.07
H -0.75 3.72 1.77
H 0.26 1.69 2.57
H -0.75 0.53 3.35
H 1.38 2.10 4.52
H 0.06 1.45 5.50
H 0.48 4.18 4.28
H -0.19 3.84 5.87
H -1.96 4.48 3.77
H -2.29 3.27 4.94
C 1.38 5.94 -0.54
C 0.87 5.21 -1.79
C -0.33 4.36 -1.43
N -1.05 3.73 -2.58
C -0.15 2.72 -3.19
C -2.28 3.00 -2.13
C -3.18 2.88 -3.34
C -2.68 3.97 -4.32
C -1.63 4.74 -3.53
H 1.52 5.25 0.29
H 0.61 6.65 -0.24
H 2.28 6.47 -0.83
H 1.66 4.63 -2.27
H 0.61 5.94 -2.55
H -1.12 4.97 -0.98
H -0.12 3.57 -0.70
H 0.73 3.23 -3.58
H -0.61 2.08 -3.93
H 0.19 2.18 -2.30
H -2.03 2.11 -1.53
H -2.72 3.72 -1.43
H -3.22 1.90 -3.83
H -4.21 3.08 -3.04
H -2.16 3.66 -5.23
H -3.51 4.57 -4.68
H -0.80 5.13 -4.12
H -1.99 5.61 -2.97
C -2.49 -4.59 -1.45
C -3.56 -3.68 -0.86
C -3.18 -2.20 -1.10
N -4.18 -1.27 -0.47
C -4.13 -1.38 1.00
C -5.60 -1.53 -0.94
C -6.28 -0.19 -0.84
C -5.22 0.89 -1.14
C -3.89 0.16 -0.89
H -1.52 -4.11 -1.42
H -2.73 -4.92 -2.46
H -2.34 -5.49 -0.85
H -3.73 -3.88 0.19
H -4.50 -3.80 -1.39
H -3.29 -2.01 -2.17
H -2.20 -1.90 -0.74
H -3.12 -1.01 1.26
H -4.16 -2.41 1.35
H -4.91 -0.78 1.46
H -6.11 -2.26 -0.32
H -5.53 -1.89 -1.97
H -6.58 -0.07 0.22
H -7.23 -0.03 -1.34
H -5.42 1.74 -0.49
H -5.34 1.12 -2.19
H -3.25 0.58 -0.12
H -3.36 0.15 -1.84
C 5.26 -1.91 0.92
C 5.06 -0.40 1.03
C 4.19 0.13 -0.08
N 3.91 1.58 0.04
C 3.15 1.94 1.26
C 3.18 2.06 -1.19
C 4.18 2.65 -2.19
C 5.52 2.71 -1.40
C 5.16 2.48 0.04
H 5.21 -2.27 -0.12
H 4.45 -2.49 1.39
H 6.23 -2.25 1.27
H 6.09 -0.04 0.93
H 4.67 -0.16 2.01
H 3.20 -0.36 -0.08
H 4.64 -0.01 -1.07
H 2.47 1.11 1.49
H 2.54 2.82 1.11
H 3.82 1.97 2.12
H 2.49 2.84 -0.87
H 2.55 1.30 -1.62
H 3.80 3.55 -2.66
H 4.33 1.92 -2.99
H 6.04 3.63 -1.63
H 6.17 1.93 -1.80
H 4.84 3.37 0.56
H 6.01 2.01 0.53
C 3.55 -5.18 -1.85
C 2.80 -4.43 -2.94
C 2.69 -2.95 -2.63
N 1.64 -2.26 -3.48
C 0.29 -2.60 -2.99
C 1.80 -0.77 -3.35
C 1.19 -0.25 -4.65
C 1.05 -1.44 -5.65
C 1.83 -2.53 -4.95
H 3.19 -4.93 -0.85
H 4.59 -4.84 -1.80
H 3.49 -6.26 -1.95
H 1.83 -4.92 -3.05
H 3.37 -4.57 -3.86
H 3.63 -2.48 -2.93
H 2.39 -2.67 -1.62
H -0.44 -2.25 -3.71
H 0.21 -2.19 -1.97
H 0.29 -3.69 -2.90
H 1.21 -0.43 -2.49
H 2.85 -0.53 -3.22
H 0.26 0.29 -4.47
H 1.79 0.55 -5.09
H 0.03 -1.68 -5.93
H 1.55 -1.03 -6.52
H 1.45 -3.54 -5.09
H 2.89 -2.37 -5.14
C 2.75 -0.46 4.07
C 1.57 -1.40 4.29
C 1.17 -2.01 2.97
N 0.10 -3.03 3.06
C -0.36 -3.41 1.68
C 0.69 -4.21 0.96
C 1.18 -5.44 1.70
C 1.46 -5.17 3.18
C 0.45 -4.24 3.84
C -1.12 -2.43 3.67
H 2.56 0.36 3.38
H 3.68 -1.00 3.85
H 3.04 0.05 5.00
H 0.79 -0.84 4.80
H 1.97 -2.16 4.97
H 2.01 -2.41 2.41
H 0.73 -1.23 2.33
H -0.57 -2.57 1.00
H -1.29 -3.98 1.81
H 1.44 -3.50 0.60
H 0.25 -4.55 0.01
H 1.92 -6.02 1.16
H 0.31 -6.13 1.66
H 2.52 -4.99 3.34
H 1.27 -6.12 3.70
H 0.95 -3.94 4.76
H -0.45 -4.78 4.12
H -1.88 -3.19 3.79
H -1.43 -1.57 3.06
H -0.90 -2.02 4.65
*
```

Properties
- Orbital gap: 7.81 eV
- Relative energy (zero: lowest compared OMol25 entry of this formula, charge and spin): 0.0 kJ/mol